Below is C5H6N4O as an isolated structure in a non-equilibrium geometry, with properties calculated with ωB97M-V/def2-TZVPD.

Last column: Löwdin charge in e.
Element x y z (Å)
C  0.7330  -1.0920  0.9283  -0.431
C  -0.3076  -0.4038  0.1880  -0.255
C  -0.2498  -0.0123  -1.0911  -0.005
C  -1.4738  0.6447  -1.5757  -0.149
C  -2.4022  0.5887  0.4568  -0.219
H  2.7106  1.0359  1.3754  0.129
H  1.5069  1.2472  0.2206  0.178
H  2.4213  -1.6074  -0.2328  0.237
H  0.6912  -0.2652  -1.7456  0.154
H  -1.3702  0.5458  -2.6399  0.108
H  -3.5248  0.8485  1.2274  0.203
N  2.4948  0.4619  0.4193  -0.115
N  2.1196  -0.7859  0.6119  -0.161
N  -2.3766  0.9313  -0.8031  0.059
N  -1.4296  -0.1218  1.0051  0.140
O  0.4571  -2.0158  1.6554  0.130

Its LUMO energy is -0.33 eV. The energy above the lowest of the compared OMol25 structures with the same formula, charge and spin comes out at 142.87 kcal/mol. The gap between HOMO and LUMO comes out at 9.246 eV. The calculation puts the energy at -488.19718 Ha.

=====

Below is an isolated molecule of C5H6N4OS in a non-equilibrium geometry, with properties calculated with ωB97M-V/def2-TZVPD.

Last column: Löwdin charge in e.
Element x y z (Å)
S  -0.0283  -0.0497  4.4512  0.703
C  -0.1985  -0.2931  2.6096  -0.636
N  -1.3673  0.1921  2.0874  0.031
N  -1.5157  -0.0207  0.8009  0.085
C  -0.4548  -0.6513  0.1982  -0.288
C  -0.6378  -0.9053  -1.3653  -0.059
C  0.5686  -0.0098  -2.1252  -0.247
C  0.3357  1.6307  -2.0650  -0.028
O  0.1481  0.7378  -3.3354  -0.125
N  0.7351  -1.0971  0.7187  0.091
N  0.8629  -0.9257  2.0127  0.034
H  1.1084  0.7004  4.6696  -0.133
H  -0.4316  -1.9748  -1.6483  0.109
H  -1.6068  -0.4921  -1.7550  0.115
H  1.6666  -0.4051  -2.0417  0.151
H  -0.5848  1.7501  -1.4413  0.097
H  1.4000  1.8134  -1.7711  0.102

Its LUMO energy is -1.31 eV. As for the structure (SMILES): Sc1nnc(C[C@@H]2CO2)nn1. The energy above the lowest of the compared OMol25 structures with the same formula, charge and spin comes out at 106.69 kcal/mol. The gap between HOMO and LUMO comes out at 8.610 eV. The calculation puts the energy at -886.35842 Ha.

=====

Below is a 2-piece molecular cluster, C5H6N6O overall, with properties calculated with ωB97M-V/def2-TZVPD.

Last column: Löwdin charge in e.
Element x y z (Å)
N  -3.6405  1.8121  -0.0221  0.088
C  -2.9813  0.5782  -0.0164  -0.310
C  -1.6865  0.3024  -0.5518  -0.085
N  -1.3709  -0.9638  -0.4500  0.038
O  -2.4511  -1.5717  0.1317  -0.046
C  -3.3978  -0.6481  0.3927  -0.068
H  -3.0320  2.5711  0.2089  0.080
H  -4.4490  1.8172  0.5946  0.095
H  -0.9861  0.9986  -1.0026  0.124
H  -4.3060  -1.0159  0.8583  0.133
C  1.6034  -0.5441  0.2192  -0.126
C  2.3618  -0.1042  1.2919  -0.113
N  3.5331  0.4656  1.0782  0.030
N  3.9488  0.5973  -0.1754  -0.033
N  3.2365  0.1848  -1.1827  -0.029
N  2.0513  -0.3942  -1.0154  0.045
H  0.6324  -1.0175  0.3196  0.069
H  2.0437  -0.1988  2.3263  0.108

Its LUMO energy is -0.27 eV. As for the structure (SMILES): Nc1cnoc1.c1cnnnn1. The energy above the lowest of the compared OMol25 structures with the same formula, charge and spin comes out at 110.18 kcal/mol. The gap between HOMO and LUMO comes out at 8.861 eV. The calculation puts the energy at -597.74463 Ha.